# C21H75O20PS

18 unconnected molecules or ions with the total composition C21H75O20PS in a non-equilibrium geometry (wB97M-V/def2-TZVPD, the Open Molecules 2025 dataset).

```
118
Properties=species:S:1:pos:R:3
O 0.85194 -3.10207 1.67569
C 1.18959 -1.95370 1.87960
O 2.21762 -1.35163 1.20627
C 2.91330 -0.46193 2.07443
O 3.24554 0.68321 1.32736
C 1.94275 -0.14456 3.23498
C 0.68119 -0.98593 2.92606
P -0.62205 0.10392 2.23718
S -0.37355 0.54186 0.36637
H 3.83522 -0.95325 2.41917
H 3.61996 1.32160 1.95033
H 2.34031 -0.36494 4.22993
H 1.72859 0.93266 3.19261
H 0.34606 -1.53898 3.80870
H -0.53860 1.21042 3.08534
H -1.85694 -0.44869 2.55921
C 2.36964 -2.08395 -2.21293
O 3.26744 -2.64676 -1.26649
H 2.56829 -2.53783 -3.17981
H 1.33000 -2.29900 -1.94097
H 2.48530 -0.99779 -2.29141
H 3.07354 -2.21832 -0.42622
C -0.75402 -2.33460 -3.93402
O -1.28115 -1.26575 -3.14418
H -1.59675 -2.79974 -4.44300
H -0.03989 -1.98417 -4.68111
H -0.26589 -3.08197 -3.30594
H -0.55213 -0.85230 -2.66915
C 0.98626 3.71260 3.49009
O 1.90683 2.89581 4.22491
H 0.05269 3.16074 3.42055
H 0.79475 4.65587 4.00521
H 1.36459 3.91398 2.48701
H 2.74168 3.37137 4.26162
C -0.42703 1.49785 6.94616
O -0.19076 1.45184 5.54258
H -1.40365 1.06008 7.13365
H 0.32644 0.91918 7.48824
H -0.43774 2.52127 7.32475
H 0.67830 1.82511 5.33543
C -2.73562 -0.77629 5.62934
O -3.13535 -1.36667 4.38758
H -1.64939 -0.76157 5.63436
H -3.09824 0.25166 5.69886
H -3.09545 -1.34910 6.48568
H -4.09933 -1.39177 4.36200
C -1.73649 1.87573 -5.33310
O -1.36865 1.64069 -3.98210
H -1.65046 2.94648 -5.50253
H -1.06303 1.36908 -6.03000
H -2.76602 1.56739 -5.53821
H -1.42427 0.69297 -3.81550
C 1.31240 4.06772 -4.74899
O 1.35974 3.09604 -5.78312
H 1.19159 5.03627 -5.23006
H 0.46833 3.89879 -4.07461
H 2.23652 4.08507 -4.16277
H 1.45628 2.23499 -5.36716
C 4.10460 1.70894 -3.18933
O 3.84375 0.78402 -4.23586
H 3.94586 2.70443 -3.59873
H 3.43019 1.56620 -2.34021
H 5.13754 1.63278 -2.83800
H 3.97584 -0.10348 -3.89339
C 1.10581 -4.73360 -5.14625
O 1.64315 -3.41809 -5.29117
H 0.14630 -4.63343 -4.64452
H 0.94204 -5.21002 -6.11608
H 1.75029 -5.37151 -4.54192
H 2.49080 -3.49238 -5.73540
C 2.30930 -7.45185 -2.15236
O 2.59405 -7.46052 -3.54938
H 1.33243 -7.91275 -2.02921
H 3.04247 -8.03169 -1.58655
H 2.27148 -6.43586 -1.75117
H 3.45907 -7.06267 -3.67433
C -4.91690 -2.61437 -2.94899
O -4.29854 -1.33986 -3.01628
H -5.94353 -2.45630 -2.62633
H -4.93735 -3.11076 -3.92424
H -4.43044 -3.27394 -2.22330
H -3.38528 -1.45978 -3.29796
C -3.80803 2.24435 3.75137
O -3.81861 1.21327 2.77459
H -4.12243 3.15852 3.25306
H -4.50741 2.04012 4.56975
H -2.80782 2.40003 4.17284
H -3.55336 0.39671 3.21323
C -4.22029 -3.63692 1.52119
O -4.43800 -3.83686 2.91518
H -4.97500 -4.21879 0.99730
H -4.33020 -2.58740 1.23404
H -3.23194 -3.98686 1.21218
H -3.77178 -3.33131 3.38899
C 5.01868 3.86532 1.57811
O 4.71987 3.66940 2.97002
H 4.20110 3.42762 1.00908
H 5.08793 4.92653 1.33110
H 5.94636 3.37072 1.29435
H 5.44667 4.04468 3.47351
C 6.85941 4.19435 -2.07777
O 7.10656 3.36766 -0.94379
H 6.31930 5.06775 -1.72051
H 7.79414 4.52172 -2.53920
H 6.25061 3.68497 -2.82598
H 7.59513 2.59343 -1.23292
C -7.11146 -1.63933 -6.12755
O -7.52660 -1.74211 -4.77407
H -7.84953 -2.16752 -6.72716
H -7.06808 -0.59998 -6.46401
H -6.13373 -2.10317 -6.29007
H -6.88103 -1.27346 -4.23666
C -3.56506 3.94316 7.44588
O -2.69761 3.53119 8.49514
H -3.29840 3.35478 6.56980
H -4.61458 3.75521 7.68650
H -3.43865 5.00136 7.20348
H -2.90932 4.03840 9.28214
```

Output
Energy   -84060.3568 eV
HOMO level   -8.606 eV

***

# C8H12N3

2 unconnected molecules or ions with the total composition C8H12N3 in a non-equilibrium geometry (wB97M-V/def2-TZVPD, the Open Molecules 2025 dataset).

```
23
Properties=species:S:1:pos:R:3
C 2.30816 1.82537 -0.41718
C 2.72257 0.45975 -0.43637
C 0.95085 1.75548 -0.26940
C -3.60442 2.56730 0.05943
C -2.37268 2.03167 0.00650
C -2.01278 0.64332 0.08039
C -0.74444 0.13725 0.10080
C 1.49523 -3.47980 -0.55566
N 1.60795 -0.29739 -0.14952
N 0.54203 0.51450 -0.02930
N 1.92218 -2.78938 0.41134
H 2.97532 2.69062 -0.76481
H 3.70371 -0.03438 -0.56813
H 0.40395 2.61103 -0.20251
H -3.54422 3.66624 0.11886
H -4.55204 2.11966 0.03824
H -1.59534 2.69052 0.31381
H -2.80866 -0.02787 0.22480
H 1.29888 -4.53374 -0.37567
H 1.26833 -2.94749 -1.55846
H -0.90045 -0.95961 0.07054
H 1.62085 -1.29542 0.16230
H 2.17586 -3.22373 1.28536
```

Output
Energy   -12950.9058 eV
HOMO level   -12.035 eV
Relative energy (zero: lowest compared OMol25 entry of this formula, charge and spin)   90.05 kcal/mol
Charge   +1

***

# C28H61N5O20

10 unconnected molecules or ions with the total composition C28H61N5O20 in a non-equilibrium geometry (wB97M-V/def2-TZVPD, the Open Molecules 2025 dataset).

```
114
Properties=species:S:1:pos:R:3
C 3.91986 1.14004 -0.51449
O 5.23225 1.86967 -0.39547
C 5.38598 2.95919 -1.02777
O 4.59012 3.47052 -1.81559
O 6.41165 3.55992 -0.45570
C 6.68961 4.93127 -0.76535
H 3.95695 0.11679 -0.14070
H 3.69503 1.02577 -1.57491
H 3.04941 1.59854 -0.04523
H 6.09144 5.60698 -0.15404
H 6.62379 5.22277 -1.81358
H 7.75994 5.09194 -0.63614
C -1.91856 -7.19217 -3.02986
O -1.70113 -6.60923 -1.71434
C -2.67637 -5.76311 -1.28142
O -3.81359 -5.74059 -1.67476
O -2.08989 -4.89452 -0.35621
C -2.68931 -3.77562 0.18564
H -2.23467 -8.23258 -3.10543
H -0.99706 -7.05787 -3.59633
H -2.71058 -6.67090 -3.56753
H -2.16448 -2.85987 -0.08647
H -2.79652 -3.67536 1.26571
H -3.67389 -3.53727 -0.21669
C 6.48040 1.87932 2.76334
O 5.13749 1.76872 3.07339
C 4.31415 2.80520 3.05610
O 4.63297 4.03540 3.18612
O 3.03151 2.21923 2.98585
C 1.89852 3.02671 2.82784
H 7.04600 1.40111 3.56305
H 6.86489 2.89899 2.74012
H 6.66330 1.37235 1.81592
H 2.03787 4.02089 3.25246
H 1.12323 2.60235 3.46573
H 1.39912 3.26660 1.88913
C 4.01326 -2.17243 2.75712
O 5.16822 -2.75634 3.31667
C 6.38807 -2.42773 2.81420
O 6.54723 -1.40572 2.12393
O 7.29402 -3.29996 3.23222
C 8.68025 -3.11309 3.01786
H 3.84975 -1.25043 3.31505
H 3.07540 -2.72213 2.83666
H 4.32007 -1.98960 1.72729
H 8.81044 -3.67180 2.09104
H 9.22107 -3.66847 3.78413
H 8.99598 -2.09373 2.79572
C -6.79925 -0.90570 1.79886
O -6.03828 -0.94681 3.05800
C -4.73751 -0.88920 3.07790
O -3.96907 -0.84191 2.14007
O -4.47832 -1.19773 4.31435
C -3.11330 -1.29697 4.76720
H -7.42695 -0.01892 1.88675
H -7.45526 -1.77062 1.70059
H -6.16639 -0.78962 0.91903
H -3.10413 -2.31824 5.14803
H -2.80729 -0.43249 5.35637
H -2.43695 -1.20562 3.91731
C -8.80013 1.46533 -3.13230
N -7.35635 1.09208 -3.13354
C -6.86933 0.42228 -2.04593
C -5.33169 0.21676 -2.00274
O -7.58486 -0.08283 -1.18373
H -9.29766 1.86243 -2.24751
H -9.47399 0.70921 -3.53514
H -8.80212 2.26188 -3.87637
H -6.69664 1.49404 -3.78417
H -4.88761 -0.29111 -2.85887
H -4.98986 -0.53523 -1.29157
H -4.78993 1.15778 -1.90743
C 1.28444 -0.43481 1.18534
N 0.04062 0.24662 0.66011
C -0.70858 -0.29555 -0.35876
C -1.96778 0.39624 -0.78151
O -0.40988 -1.30826 -0.91763
H 2.06236 0.16564 1.65696
H 1.77143 -1.18482 0.56211
H 0.94781 -1.25043 1.82528
H -0.22272 1.17953 0.94373
H -1.73615 1.46067 -0.81950
H -2.82215 0.04040 -0.20571
H -2.04208 0.17299 -1.84581
C -1.02744 3.85379 -5.65328
N -0.24637 3.31267 -4.58655
C -0.60834 2.45453 -3.65119
C 0.48649 1.95789 -2.78792
O -1.72427 2.13366 -3.48349
H -2.10143 3.84077 -5.46761
H -0.85233 3.15260 -6.46923
H -0.68966 4.86183 -5.89379
H 0.69266 3.67629 -4.50833
H 1.48218 2.24624 -3.12492
H 0.52053 0.86972 -2.84102
H 0.26542 2.45036 -1.84097
C -2.14265 1.79770 2.97644
C -1.68021 3.13604 2.52353
N -1.77745 4.06625 3.44511
O -1.05833 3.42500 1.45536
H -3.22565 1.75635 3.09271
H -1.71306 1.69990 3.97342
H -1.86203 1.06613 2.21869
H -2.22320 3.92449 4.34026
H -1.68408 5.06562 3.33262
C -0.07933 -3.29017 -3.70744
C 1.39318 -3.21903 -3.30977
N 1.62787 -2.82074 -2.06901
O 2.29901 -3.48509 -4.04503
H -0.20606 -4.34959 -3.93030
H -0.27820 -2.85562 -4.68709
H -0.80519 -2.87615 -3.00758
H 2.58642 -2.96654 -1.78614
H 0.91379 -2.54159 -1.41154
```

Output
Energy   -78423.7562 eV
HOMO level   -9.055 eV
Structure (SMILES)   COC(=O)OC.COC(=O)OC.COC(=O)OC.COC(=O)OC.COC(=O)OC.CNC(C)=O.CNC(C)=O.CNC(C)=O.CC(N)=O.CC(N)=O

***

# C4H8AlO2

A molecular structure, C4H8AlO2 in a non-equilibrium geometry (wB97M-V/def2-TZVPD, the Open Molecules 2025 dataset).

```
15
Properties=species:S:1:pos:R:3
H -1.80245 2.39847 1.18487
C -1.57620 0.47123 0.17424
C -1.12477 1.56611 0.94834
O 0.11333 1.66476 1.42099
Al 1.48320 0.83867 1.18209
H -2.00840 -0.33238 0.78614
H -1.94604 0.73804 -0.82171
O 2.13343 -0.84138 -0.19315
C 0.94584 -0.66505 -0.98513
C -0.21927 -1.11191 -0.15531
H 2.92100 -0.80808 -0.74496
H 1.00977 -1.24841 -1.91792
H 0.90499 0.42409 -1.14755
H 0.02119 -1.23068 0.90760
H -0.85562 -1.86347 -0.63854
```

Output
Energy   -14947.3578 eV
HOMO level (alpha / beta)   -18.519 / -19.442 eV
Multiplicity   2
Expectation value of S²   0.75
Relative energy (zero: lowest compared OMol25 entry of this formula, charge and spin)   0.00 kcal/mol
Charge   +2

***

# C26H27N3O5

A single C26H27N3O5 molecule (wB97M-V/def2-TZVPD, the Open Molecules 2025 dataset).

```
61
Properties=species:S:1:pos:R:3
C -1.75659 -5.67094 -0.05193
C -2.51000 -4.79439 0.94018
C -3.71864 -4.11750 0.28641
O -3.37073 -3.21347 -0.74065
C -2.94379 -1.95932 -0.42022
C -2.67329 -1.11947 -1.49947
C -2.23718 0.17385 -1.30328
C -2.06210 0.67520 -0.01440
N -1.59344 1.98398 0.18629
C -0.97933 2.72728 -0.89676
C -0.30550 3.94149 -0.23456
C 1.20607 3.76747 -0.08296
O 1.98678 4.59884 -0.49107
N 1.54671 2.60608 0.53278
C 2.81828 2.08906 0.75338
C 3.95783 2.89119 0.74109
C 5.19996 2.34410 0.99399
C 5.33106 0.99105 1.26664
C 4.21279 0.18046 1.25482
C 2.95121 0.70505 0.98675
C 1.75029 -0.16658 0.93108
O 0.63228 0.22239 1.24463
N 1.95852 -1.43030 0.49193
C 0.84067 -2.28663 0.16860
C 0.52163 -2.23018 -1.29284
C 0.73862 -1.25567 -2.22151
C 0.21213 -1.74931 -3.44099
C -0.28220 -2.98279 -3.15992
O -0.09201 -3.28411 -1.86343
C -1.00371 4.04503 1.12316
C -1.69311 2.70336 1.33896
O -2.24842 2.37554 2.36052
C -2.34138 -0.15869 1.06293
C -2.77504 -1.45624 0.86573
H -1.41812 -5.07192 -0.89267
H -0.89047 -6.12608 0.42299
H -2.40094 -6.46338 -0.42620
H -2.87010 -5.39675 1.77678
H -1.83458 -4.03295 1.33375
H -4.33754 -3.61916 1.04318
H -4.33095 -4.87439 -0.21347
H -2.81330 -1.50392 -2.49753
H -2.04471 0.78626 -2.16967
H -1.74439 3.05998 -1.60938
H -0.26183 2.09781 -1.43191
H -0.44717 4.84370 -0.83271
H 0.80606 1.95779 0.81080
H 3.85297 3.94333 0.53607
H 6.07125 2.98124 0.99261
H 6.30026 0.57033 1.48643
H 4.31451 -0.86990 1.48729
H 2.85139 -1.66598 0.08829
H -0.01474 -1.91976 0.74875
H 1.05759 -3.31812 0.46095
H 1.21128 -0.30776 -2.06129
H 0.20638 -1.24997 -4.38776
H -0.77207 -3.71795 -3.76632
H -1.76440 4.82753 1.13126
H -0.31885 4.24544 1.94722
H -2.21219 0.20819 2.06589
H -2.97879 -2.06192 1.73469
```

Output
Energy   -42109.4663 eV
HOMO level   -7.822 eV
Relative energy (zero: lowest compared OMol25 entry of this formula, charge and spin)   4.69 kcal/mol
Structure (SMILES)   CCCOc1ccc(N2C[C@H](C(=O)Nc3ccccc3C(=O)NCc3ccco3)CC2=O)cc1

***

# C5H15N2O

3 unconnected molecules or ions with the total composition C5H15N2O in a non-equilibrium geometry (wB97M-V/def2-TZVPD, the Open Molecules 2025 dataset).

```
23
Properties=species:S:1:pos:R:3
C -2.75660 1.27467 -1.86133
C -1.84122 1.21258 -0.61422
C -0.46109 1.56004 -1.00030
C 0.42846 0.51290 -1.52279
N 1.91647 -3.75799 2.24022
C 1.70218 -2.42570 2.34082
N 1.58504 -1.68849 1.30386
H -3.76238 0.90191 -1.67179
H -2.84381 2.30120 -2.23846
H -2.33790 0.71617 -2.71271
H -2.28111 1.82977 0.16615
H -1.84381 0.17020 -0.30454
H 0.61830 -0.29103 -0.78145
H -0.36143 2.52463 -1.52158
H 1.40443 0.92001 -1.79974
H 0.02481 -0.04189 -2.37682
H 2.11868 -4.13999 1.33247
H 2.13217 -4.33080 3.03463
H 1.66185 -2.04058 3.36813
H 1.52108 -0.71726 1.58249
H 0.61815 1.65064 0.45132
H 1.55527 2.36840 1.39437
O 1.20245 1.49065 1.19126
```

Output
Energy   -10446.2066 eV
HOMO level   -11.663 eV
Relative energy (zero: lowest compared OMol25 entry of this formula, charge and spin)   100.41 kcal/mol
Charge   +1

***

# C6H13N

A single C6H13N molecule (wB97M-V/def2-TZVPD, the Open Molecules 2025 dataset).

```
20
Properties=species:S:1:pos:R:3
C -0.79972 -1.85965 -2.34265
C -0.39725 -0.62379 -1.53946
C 0.14816 -0.99920 -0.17119
N 0.49696 0.17280 0.63051
C 0.74870 0.02613 2.07464
C -0.48286 0.75074 1.67206
C -0.27403 2.24774 1.75007
H -1.56764 -2.43728 -1.81660
H 0.05596 -2.52302 -2.51581
H -1.20460 -1.57825 -3.31917
H 0.36260 -0.05769 -2.09536
H -1.25750 0.03929 -1.39509
H 1.04142 -1.62915 -0.26318
H -0.60240 -1.54181 0.40864
H 1.67009 0.53973 2.37870
H 0.70601 -1.00593 2.42320
H 1.15213 0.80698 0.17334
H -0.54326 2.58031 2.76068
H 0.77720 2.57601 1.58294
H -0.90922 2.79676 1.04575
```

Output
Energy   -7919.8189 eV
HOMO level   -7.084 eV
Relative energy (zero: lowest compared OMol25 entry of this formula, charge and spin)   69.51 kcal/mol

***

# C4H12

2 unconnected molecules or ions with the total composition C4H12 in a non-equilibrium geometry (wB97M-V/def2-TZVPD, the Open Molecules 2025 dataset).

```
16
Properties=species:S:1:pos:R:3
C 2.50800 -0.43221 -1.07041
C 1.71935 -1.12953 0.04476
H 2.52894 -0.92223 -2.05578
H 2.11190 0.52604 -1.29738
H 3.49400 -0.39866 -0.65053
H 2.34424 -1.68476 0.64961
H 1.28426 -0.32359 0.73761
H 0.84194 -1.44730 -0.41207
C -1.48325 1.03045 0.80238
C -2.75442 0.49516 0.22179
H -1.57534 2.05375 1.10617
H -1.18093 0.44932 1.64097
H -0.66082 1.03696 0.04009
H -3.35284 0.08091 1.05081
H -2.53399 -0.44273 -0.38802
H -3.23950 1.28904 -0.41258
```

Output
Energy   -4341.6873 eV
HOMO level   -11.249 eV
Relative energy (zero: lowest compared OMol25 entry of this formula, charge and spin)   19.39 kcal/mol
Structure (SMILES)   CC.CC